Entry from OMol25: a molecular structure, C45H44N7SbSeV (ωB97M-V/def2-TZVPD).

Each line ends with the Löwdin charge.
Geometry (Å):
1 V -1.31 0.64 -0.50  0.881
2 C -3.44 -2.22 -1.32  -0.200
3 C -3.24 -2.83 0.07  -0.155
4 C -2.25 -2.05 0.97  -0.208
5 N -2.18 -0.63 0.71  -0.078
6 C -3.09 0.20 1.22  -0.219
7 C -4.30 -0.22 1.82  0.009
8 C -5.41 0.52 2.18  -0.058
9 C -5.64 1.88 2.03  -0.086
10 C -4.70 2.86 1.75  -0.066
11 C -3.33 2.73 1.57  -0.025
12 C -2.57 1.57 1.30  -0.241
13 N -1.24 1.60 1.10  -0.104
14 C -0.35 2.55 1.74  -0.171
15 C 0.55 3.26 0.73  -0.145
16 C 1.24 2.25 -0.17  -0.176
17 N 0.35 1.41 -0.95  -0.093
18 C 0.50 1.30 -2.29  -0.217
19 C 0.93 2.36 -3.09  -0.014
20 C 1.14 2.41 -4.46  -0.069
21 C 1.24 1.36 -5.35  -0.090
22 C 1.13 0.01 -5.05  -0.063
23 C 0.61 -0.61 -3.93  0.006
24 C 0.09 -0.04 -2.74  -0.214
25 N -0.66 -0.67 -1.84  -0.053
26 C -0.90 -2.10 -1.93  -0.203
27 C -2.32 -2.57 -2.30  -0.168
28 H -3.54 -1.13 -1.22  0.076
29 H -4.38 -2.59 -1.73  0.119
30 H -2.90 -3.86 -0.03  0.119
31 H -4.21 -2.87 0.57  0.099
32 H -1.24 -2.44 0.86  0.054
33 H -2.52 -2.20 2.02  0.123
34 H -4.39 -1.28 1.99  0.097
35 H -6.23 -0.05 2.58  0.114
36 H -6.65 2.23 2.22  0.104
37 H -5.06 3.88 1.74  0.111
38 H -2.78 3.65 1.51  0.093
39 H 0.28 1.98 2.42  0.101
40 H -0.90 3.28 2.34  0.118
41 H 1.31 3.84 1.27  0.121
42 H -0.05 3.94 0.13  0.070
43 H 1.82 1.58 0.46  0.081
44 H 1.96 2.77 -0.82  0.118
45 H 1.03 3.30 -2.57  0.109
46 H 1.33 3.40 -4.86  0.111
47 H 1.50 1.61 -6.38  0.104
48 H 1.43 -0.67 -5.84  0.113
49 H 0.57 -1.69 -4.01  0.097
50 H -0.66 -2.52 -0.96  0.078
51 H -0.22 -2.57 -2.64  0.096
52 H -2.27 -3.67 -2.37  0.122
53 H -2.57 -2.22 -3.31  0.106
54 C 3.88 -4.30 5.11  -0.087
55 C 3.02 -3.28 5.51  -0.086
56 C 2.40 -2.48 4.56  -0.146
57 C 2.65 -2.68 3.20  -0.378
58 C 3.50 -3.71 2.81  -0.128
59 C 4.11 -4.51 3.76  -0.082
60 Sb 1.69 -1.38 1.75  1.533
61 C 2.77 0.35 2.49  -0.392
62 C 2.30 0.90 3.68  -0.174
63 C 2.89 2.03 4.22  -0.082
64 C 3.97 2.63 3.58  -0.083
65 C 4.44 2.10 2.39  -0.077
66 C 3.83 0.97 1.84  -0.145
67 C 2.96 -2.03 0.12  -0.397
68 C 2.35 -2.77 -0.89  -0.157
69 C 3.06 -3.16 -2.02  -0.088
70 C 4.39 -2.82 -2.14  -0.080
71 C 5.03 -2.15 -1.10  -0.073
72 C 4.32 -1.77 0.03  -0.137
73 H 4.37 -4.92 5.85  0.104
74 H 2.83 -3.12 6.56  0.104
75 H 1.72 -1.71 4.89  0.080
76 H 3.68 -3.89 1.76  0.086
77 H 4.78 -5.30 3.45  0.105
78 H 1.47 0.44 4.19  0.086
79 H 2.51 2.45 5.15  0.107
80 H 4.43 3.51 4.00  0.105
81 H 5.28 2.55 1.89  0.106
82 H 4.18 0.61 0.89  0.080
83 H 1.32 -3.09 -0.76  0.066
84 H 2.57 -3.74 -2.79  0.103
85 H 4.95 -3.09 -3.03  0.105
86 H 6.09 -1.93 -1.17  0.108
87 H 4.85 -1.32 0.86  0.096
88 Se -2.59 5.29 -1.51  1.213
89 N -3.62 4.79 -2.83  -0.222
90 C -3.53 3.48 -2.94  -0.370
91 C -4.20 2.69 -3.89  0.043
92 C -3.93 1.35 -3.88  -0.006
93 C -3.04 0.80 -2.94  -0.054
94 N -2.42 1.48 -1.98  0.041
95 C -2.64 2.83 -1.98  -0.401
96 N -2.06 3.64 -1.14  -0.208
97 H -4.87 3.14 -4.61  0.134
98 H -4.38 0.70 -4.61  0.122
99 H -2.80 -0.25 -2.99  0.089

The gap between HOMO and LUMO (spin up / spin down) comes out at 4.846 / 5.437 eV. Its net charge is +1. As for the spin multiplicity: 3. Its energy relative to the best compared isomer or geometry (same formula, charge and spin) is 224.0 kJ/mol. The expectation value of S² is 2.07. As for the HOMO energy (spin up / spin down): -0.3389 / -0.3606 Eh.

***

Entry from OMol25: a molecular structure, C45H44P2Pt (ωB97M-V/def2-TZVPD).

Each line ends with the Löwdin charge.
Geometry (Å):
1 Pt -1.00 1.55 -0.58  0.999
2 C -2.50 0.73 -2.85  -0.276
3 C -1.49 -0.44 -2.57  -0.359
4 C -0.11 -0.44 -3.24  -0.204
5 C 0.64 0.88 -3.20  -0.201
6 C 0.46 1.73 -1.96  -0.342
7 C -0.47 2.89 -1.93  -0.354
8 C -1.37 3.17 -3.11  -0.200
9 C -2.11 1.95 -3.71  -0.158
10 C 2.70 0.82 1.76  -0.182
11 H -3.23 0.23 -3.52  0.143
12 H -1.99 -1.36 -2.96  0.109
13 H -0.23 -0.76 -4.29  0.116
14 H 0.49 -1.23 -2.77  0.079
15 H 1.71 0.62 -3.24  0.099
16 H 0.43 1.46 -4.11  0.101
17 H 1.42 1.89 -1.44  0.059
18 H -0.11 3.78 -1.40  0.100
19 H -0.79 3.62 -3.92  0.114
20 H -2.11 3.93 -2.79  0.107
21 H -3.05 2.36 -4.11  0.107
22 H -1.55 1.58 -4.57  0.105
23 H 1.82 1.39 1.44  0.054
24 H 3.49 1.54 2.00  0.059
25 H 2.49 0.21 2.65  0.063
26 P -1.50 -0.98 -0.78  1.015
27 P 3.22 -0.27 0.41  0.978
28 C 0.47 -1.31 -0.33  -0.270
29 C 1.75 -0.81 -0.54  -0.353
30 C -2.16 -2.59 -0.17  -0.323
31 C -2.47 -3.68 -0.99  -0.071
32 C -3.16 -4.76 -0.43  -0.088
33 C -3.56 -4.74 0.91  -0.086
34 C -3.19 -3.67 1.74  -0.076
35 C -2.48 -2.60 1.20  -0.118
36 C -3.25 -0.19 -0.72  -0.232
37 C -3.32 1.03 -1.58  -0.350
38 C -4.69 1.60 -1.80  -0.018
39 C -5.65 1.38 -0.84  -0.106
40 C -5.45 0.41 0.16  -0.077
41 C -4.32 -0.43 0.15  -0.075
42 C 4.42 -1.36 1.18  -0.318
43 C 4.02 -2.65 1.58  -0.075
44 C 4.82 -3.35 2.48  -0.077
45 C 5.99 -2.78 2.98  -0.077
46 C 6.41 -1.52 2.55  -0.075
47 C 5.63 -0.80 1.66  -0.078
48 C 4.14 0.85 -0.68  -0.315
49 C 4.03 2.25 -0.60  -0.086
50 C 4.65 3.07 -1.54  -0.070
51 C 5.37 2.49 -2.59  -0.077
52 C 5.49 1.10 -2.68  -0.075
53 C 4.88 0.28 -1.73  -0.086
54 H 0.42 -2.29 0.17  0.048
55 H 2.20 -0.98 -1.54  0.044
56 H -2.22 -3.65 -2.05  0.105
57 H -3.39 -5.63 -1.06  0.101
58 H -4.16 -5.56 1.32  0.101
59 H -3.48 -3.65 2.80  0.109
60 H -2.23 -1.73 1.83  0.099
61 H -2.78 1.89 -0.96  0.088
62 H -4.79 2.28 -2.66  0.108
63 H -6.59 1.93 -0.88  0.101
64 H -6.23 0.24 0.91  0.103
65 H -4.33 -1.27 0.84  0.092
66 H 3.08 -3.06 1.21  0.107
67 H 4.49 -4.34 2.82  0.107
68 H 6.56 -3.30 3.74  0.104
69 H 7.33 -1.07 2.94  0.108
70 H 5.92 0.20 1.35  0.112
71 H 3.45 2.71 0.20  0.099
72 H 4.56 4.15 -1.45  0.110
73 H 5.82 3.13 -3.34  0.105
74 H 6.06 0.65 -3.49  0.107
75 H 4.96 -0.80 -1.81  0.113
76 C -0.71 -1.19 4.42  -0.091
77 C 0.01 -1.17 3.20  -0.102
78 C -0.20 -0.12 2.32  -0.129
79 C -1.25 0.80 2.44  -0.205
80 C -1.65 1.70 1.41  -0.230
81 C -2.60 2.67 1.67  -0.139
82 C -3.27 2.69 2.92  -0.085
83 C -3.00 1.74 3.88  -0.057
84 C -1.99 0.77 3.68  -0.182
85 C -1.68 -0.22 4.64  -0.044
86 H -0.47 -1.95 5.17  0.100
87 H 0.73 -1.95 2.96  0.103
88 H 0.44 -0.03 1.45  0.021
89 H -2.82 3.40 0.89  0.088
90 H -4.03 3.45 3.10  0.098
91 H -3.55 1.72 4.82  0.105
92 H -2.22 -0.20 5.58  0.104

The gap between HOMO and LUMO (spin up / spin down) comes out at 5.774 / 5.342 eV. Its net charge is 0. As for the spin multiplicity: 3. The expectation value of S² is 2.14. As for the HOMO energy (spin up / spin down): -0.2087 / -0.2264 Eh.

***

Entry from OMol25: a molecular structure, C45H45AsO2PRuSe2 (ωB97M-V/def2-TZVPD).

Each line ends with the Löwdin charge.
Geometry (Å):
1 Ru -1.28 -0.58 0.71  0.477
2 O -1.09 -1.55 4.45  -0.132
3 C -2.50 -1.57 4.64  -0.213
4 C -3.31 -1.33 3.36  -0.528
5 C -4.79 -1.42 3.81  -0.219
6 O -5.05 -2.72 4.30  -0.043
7 C -3.15 -2.42 2.27  -0.439
8 Se -1.34 -2.72 1.53  0.801
9 C -3.21 0.10 2.78  -0.471
10 Se -1.44 0.96 2.44  0.719
11 H -0.69 -1.49 5.32  0.099
12 H -2.80 -0.78 5.35  0.139
13 H -2.81 -2.53 5.05  0.132
14 H -5.43 -1.19 2.95  0.130
15 H -4.97 -0.67 4.58  0.133
16 H -5.97 -2.77 4.59  0.105
17 H -3.81 -2.18 1.43  0.037
18 H -3.47 -3.38 2.68  0.078
19 H -3.67 0.81 3.48  0.074
20 H -3.79 0.17 1.86  0.028
21 C 1.80 0.89 0.29  -0.377
22 C 2.03 1.34 1.73  -0.447
23 As 3.66 2.45 2.01  1.314
24 C 4.91 1.18 1.19  -0.412
25 C 5.21 1.09 -0.16  -0.129
26 C 6.07 0.11 -0.64  -0.078
27 C 6.64 -0.80 0.24  -0.089
28 C 6.35 -0.72 1.60  -0.090
29 C 5.50 0.26 2.07  -0.129
30 C 3.39 3.71 0.54  -0.426
31 C 2.12 4.16 0.21  -0.129
32 C 1.94 5.14 -0.76  -0.083
33 C 3.04 5.69 -1.40  -0.085
34 C 4.32 5.26 -1.06  -0.077
35 C 4.49 4.29 -0.09  -0.130
36 P 0.91 -0.71 0.10  0.923
37 C 2.01 -1.89 0.93  -0.357
38 C 1.90 -2.13 2.30  -0.140
39 C 2.82 -2.96 2.93  -0.059
40 C 3.84 -3.55 2.20  -0.064
41 C 3.96 -3.30 0.84  -0.069
42 C 3.05 -2.47 0.20  -0.067
43 C 1.03 -1.06 -1.67  -0.386
44 C 0.45 -2.23 -2.15  -0.096
45 C 0.47 -2.52 -3.51  -0.056
46 C 1.07 -1.63 -4.39  -0.060
47 C 1.65 -0.47 -3.92  -0.062
48 C 1.64 -0.18 -2.57  -0.093
49 H 2.76 0.75 -0.20  0.054
50 H 1.25 1.64 -0.28  0.074
51 H 2.20 0.49 2.40  0.044
52 H 1.18 1.88 2.13  -0.005
53 H 4.78 1.80 -0.86  0.092
54 H 6.30 0.07 -1.69  0.106
55 H 7.32 -1.56 -0.13  0.106
56 H 6.80 -1.42 2.29  0.107
57 H 5.29 0.33 3.13  0.094
58 H 1.25 3.76 0.72  0.093
59 H 0.94 5.48 -1.00  0.104
60 H 2.90 6.45 -2.16  0.105
61 H 5.18 5.70 -1.55  0.107
62 H 5.50 3.97 0.17  0.104
63 H 1.08 -1.70 2.86  0.066
64 H 2.72 -3.16 3.99  0.112
65 H 4.55 -4.20 2.69  0.112
66 H 4.76 -3.75 0.27  0.112
67 H 3.15 -2.28 -0.86  0.110
68 H -0.03 -2.92 -1.46  0.092
69 H 0.02 -3.43 -3.87  0.112
70 H 1.08 -1.85 -5.45  0.111
71 H 2.12 0.22 -4.61  0.112
72 H 2.10 0.73 -2.21  0.100
73 C -3.47 2.24 -5.45  -0.069
74 C -2.19 2.57 -5.01  -0.070
75 C -1.68 1.98 -3.87  -0.034
76 C -2.44 1.06 -3.13  -0.194
77 C -3.72 0.74 -3.58  -0.013
78 C -4.23 1.32 -4.73  -0.063
79 C -1.80 0.47 -1.95  -0.042
80 C -2.32 -0.24 -0.94  -0.250
81 C -3.75 -0.53 -0.70  -0.310
82 C -4.28 -1.81 -0.84  -0.070
83 C -5.63 -2.04 -0.64  -0.065
84 C -6.47 -0.99 -0.26  -0.067
85 C -5.95 0.29 -0.09  -0.062
86 C -4.60 0.52 -0.31  -0.066
87 H -3.87 2.70 -6.34  0.109
88 H -1.60 3.28 -5.56  0.108
89 H -0.68 2.22 -3.53  0.111
90 H -4.33 0.02 -3.05  0.106
91 H -5.21 1.05 -5.08  0.109
92 H -0.73 0.66 -1.91  0.070
93 H -3.62 -2.62 -1.12  0.122
94 H -6.04 -3.03 -0.77  0.113
95 H -7.52 -1.17 -0.09  0.109
96 H -6.59 1.10 0.20  0.112
97 H -4.18 1.51 -0.18  0.132

The gap between HOMO and LUMO comes out at 6.398 eV. Its net charge is +1. As for the HOMO energy: -0.3828 Eh.

***

Entry from OMol25: a molecular structure, C45H45BN9P2RuSbTe (ωB97M-V/def2-TZVPD).

Each line ends with the Löwdin charge.
Geometry (Å):
1 Ru 0.97 1.14 -0.51  0.694
2 C 1.91 5.26 -1.37  -0.020
3 C 2.01 3.91 -1.67  -0.137
4 N 1.35 3.18 -0.78  -0.116
5 N 0.79 4.04 0.10  0.033
6 C 1.12 5.30 -0.24  -0.029
7 B -0.22 3.56 1.17  -0.628
8 N -1.37 2.78 0.43  0.044
9 C -2.69 3.03 0.44  -0.057
10 C -3.29 2.25 -0.53  -0.037
11 C -2.24 1.53 -1.09  -0.198
12 N -1.08 1.84 -0.49  -0.038
13 N 0.49 2.54 2.10  0.056
14 C 0.73 2.49 3.42  -0.037
15 C 1.51 1.39 3.68  -0.037
16 C 1.70 0.79 2.44  -0.181
17 N 1.08 1.49 1.49  -0.119
18 N -0.81 4.76 1.88  -0.023
19 C -1.57 5.75 1.33  -0.118
20 C -1.69 6.75 2.25  -0.041
21 C -0.94 6.29 3.36  -0.124
22 N -0.41 5.11 3.13  0.072
23 H 2.35 6.09 -1.89  0.110
24 H 2.54 3.42 -2.48  0.100
25 H 0.79 6.14 0.35  0.131
26 H -3.11 3.75 1.12  0.131
27 H -4.33 2.23 -0.81  0.115
28 H -2.28 0.87 -1.93  0.075
29 H 0.36 3.28 4.05  0.108
30 H 1.89 1.07 4.63  0.111
31 H 2.27 -0.08 2.18  0.079
32 H -1.95 5.68 0.32  0.129
33 H -2.23 7.67 2.15  0.104
34 H -0.77 6.78 4.31  0.112
35 Te -1.55 -3.10 -2.55  1.375
36 C -1.12 -4.83 -1.42  -0.546
37 C -0.78 -5.99 -2.11  -0.131
38 C -0.45 -7.12 -1.37  -0.128
39 N -0.42 -7.15 -0.05  0.083
40 C -0.76 -6.04 0.60  -0.134
41 C -1.13 -4.86 -0.04  -0.122
42 C -1.06 -1.75 -0.98  -0.858
43 P -2.30 -1.21 -0.06  1.033
44 C -2.11 -0.66 1.59  -0.343
45 C -3.07 0.19 2.16  -0.073
46 C -2.98 0.50 3.50  -0.033
47 C -1.96 -0.05 4.28  -0.028
48 C -1.03 -0.91 3.72  -0.053
49 C -1.09 -1.21 2.37  -0.074
50 C -3.98 -1.57 -0.43  -0.377
51 C -4.73 -2.24 0.54  -0.061
52 C -6.05 -2.58 0.27  -0.038
53 C -6.61 -2.23 -0.95  -0.027
54 C -5.87 -1.54 -1.91  -0.042
55 C -4.56 -1.22 -1.66  -0.111
56 P 0.63 -1.10 -0.83  0.807
57 C 1.57 -2.58 -0.39  -0.376
58 C 1.85 -3.59 -1.32  -0.119
59 C 2.47 -4.76 -0.92  -0.049
60 C 2.81 -4.94 0.41  -0.043
61 C 2.55 -3.95 1.34  -0.054
62 C 1.94 -2.77 0.94  -0.126
63 C 1.08 -0.64 -2.53  -0.433
64 C 0.26 0.26 -3.21  -0.131
65 C 0.65 0.81 -4.43  -0.049
66 C 1.86 0.45 -4.99  -0.047
67 C 2.70 -0.44 -4.32  -0.061
68 C 2.33 -0.96 -3.10  -0.126
69 H -0.75 -6.03 -3.19  0.101
70 H -0.19 -8.04 -1.89  0.117
71 H -0.74 -6.08 1.68  0.114
72 H -1.39 -3.99 0.56  0.074
73 H -3.88 0.59 1.56  0.109
74 H -3.71 1.16 3.95  0.122
75 H -1.91 0.19 5.33  0.124
76 H -0.26 -1.35 4.33  0.121
77 H -0.39 -1.91 1.93  0.081
78 H -4.29 -2.50 1.49  0.119
79 H -6.63 -3.11 1.01  0.122
80 H -7.64 -2.49 -1.15  0.123
81 H -6.33 -1.27 -2.85  0.121
82 H -3.98 -0.70 -2.41  0.098
83 H 1.57 -3.46 -2.36  0.088
84 H 2.68 -5.53 -1.65  0.121
85 H 3.29 -5.87 0.72  0.121
86 H 2.83 -4.09 2.38  0.117
87 H 1.75 -2.00 1.67  0.072
88 H -0.71 0.50 -2.82  0.058
89 H -0.01 1.50 -4.95  0.119
90 H 2.16 0.86 -5.95  0.120
91 H 3.64 -0.73 -4.76  0.122
92 H 2.99 -1.64 -2.58  0.102
93 C 4.31 2.50 0.81  -0.265
94 Sb 3.58 0.96 -0.45  1.363
95 C 4.66 -0.71 0.30  -0.278
96 C 4.71 1.35 -2.21  -0.277
97 H 5.33 2.28 1.12  0.024
98 H 3.68 2.60 1.69  0.001
99 H 4.30 3.44 0.26  0.013
100 H 5.72 -0.55 0.09  0.024
101 H 4.34 -1.64 -0.17  -0.003
102 H 4.53 -0.79 1.38  0.012
103 H 5.57 1.96 -1.94  0.025
104 H 4.11 1.87 -2.96  -0.005
105 H 5.06 0.41 -2.64  0.012

The gap between HOMO and LUMO comes out at 6.385 eV. Its net charge is +2. Its energy relative to the best compared isomer or geometry (same formula, charge and spin) is 0.0 kJ/mol. As for the HOMO energy: -0.4747 Eh.

***

What is the formula in the second record? C45H44P2Pt